No. 1
C4H9N3 | ωB97M-V/def2-TZVPD

HOMO-LUMO gap, eV: 9.39
HOMO, Ha: -0.3077
Charge: 0
Energy above the lowest of the compared OMol25 structures with the same formula, charge and spin, kcal/mol: 109.17
Lowest unoccupied orbital energy, eV: 1.015
Energy, eV: -8759.791
Multiplicity: 1

Geometry as XYZ:
```
16
Properties=species:S:1:pos:R:3:forces:R:3
C -0.675 1.324 1.428 -0.15 -0.33 0.24
N -0.087 1.000 0.145 0.64 -0.83 -0.90
C -0.963 0.305 -0.750 0.36 -0.90 -0.17
N 0.002 -0.332 -1.658 -0.27 -0.01 0.16
N 0.998 0.486 -2.274 0.15 0.34 -0.01
C 0.031 -0.612 -0.269 -0.21 1.98 0.47
C 0.439 -1.712 0.622 -0.21 -0.21 0.30
H -1.272 0.511 1.865 0.00 0.00 0.00
H -1.335 2.190 1.317 0.12 -0.03 -0.02
H 0.122 1.583 2.124 -0.07 0.01 0.01
H -2.034 0.328 -0.850 -0.15 0.09 -0.08
H 1.677 -0.144 -2.688 -0.14 0.03 0.10
H 1.458 1.071 -1.577 -0.09 -0.14 -0.02
H -0.349 -1.940 1.341 0.06 -0.05 0.04
H 0.648 -2.616 0.049 -0.07 0.10 -0.06
H 1.340 -1.443 1.176 0.03 -0.03 -0.06
```
Positions in Å, forces in eV/Å.

Löwdin atomic charge list, values in e, 6 entries: C -0.125; N -0.037; C -0.208; N -0.068; N 0.019; C -0.307


No. 2
C49H31Br2F15GeMnN2OPSSi | ωB97M-V/def2-TZVPD

HOMO-LUMO gap (alpha / beta), eV: 6.90 / 7.37
HOMO (alpha / beta), Ha: -0.1769 / -0.1941
Charge: -1
Energy above the lowest of the compared OMol25 structures with the same formula, charge and spin, kcal/mol: 1.57
Lowest unoccupied orbital energy (alpha / beta), eV: 2.088 / 2.087
Energy, eV: -353033.427
Multiplicity: 6

Geometry as XYZ:
```
105
Properties=species:S:1:pos:R:3:forces:R:3
Mn -0.515 -0.298 0.050 0.35 -0.02 0.16
N -0.058 1.939 -1.239 -0.09 -0.02 -0.03
C -0.807 3.079 -0.893 0.03 0.00 0.01
C -0.231 4.326 -0.674 0.01 0.00 0.00
C -1.032 5.401 -0.329 -0.01 0.00 0.00
C -2.410 5.249 -0.214 0.00 0.01 0.00
C -2.982 4.001 -0.401 0.00 -0.01 0.00
C -2.185 2.903 -0.714 0.01 -0.02 0.00
P -2.701 1.165 -0.745 -0.05 -0.05 -0.02
C -2.875 0.772 -2.519 0.02 0.02 -0.02
C -2.590 -0.531 -2.923 0.01 0.00 0.01
C -2.667 -0.882 -4.264 -0.01 0.00 0.00
C -3.022 0.070 -5.207 0.00 0.00 0.00
C -3.298 1.374 -4.813 -0.01 0.01 -0.01
C -3.224 1.725 -3.474 -0.01 -0.01 0.01
C -4.416 1.225 -0.132 0.00 0.06 0.01
C -5.501 0.754 -0.863 0.00 -0.02 0.01
C -6.766 0.709 -0.289 -0.01 0.00 0.01
C -6.959 1.143 1.013 0.00 0.00 -0.01
C -5.880 1.622 1.749 0.00 0.00 0.00
C -4.617 1.656 1.182 0.01 -0.03 -0.02
H 0.946 2.014 -1.135 0.02 0.01 0.00
H -0.234 1.594 -2.177 0.00 -0.01 -0.01
H 0.841 4.443 -0.777 0.00 0.00 0.00
H -0.580 6.370 -0.158 0.00 0.00 0.00
H -3.032 6.097 0.041 0.00 0.00 0.00
H -4.050 3.871 -0.273 0.00 0.01 0.00
H -2.288 -1.272 -2.189 0.00 0.00 0.00
H -2.430 -1.893 -4.568 0.00 0.00 0.00
H -3.068 -0.199 -6.255 0.00 0.00 0.00
H -3.562 2.120 -5.553 0.00 0.00 0.00
H -3.425 2.745 -3.166 0.00 0.00 -0.01
H -5.358 0.407 -1.879 0.00 0.00 0.00
H -7.602 0.331 -0.864 0.00 0.00 0.00
H -7.945 1.104 1.459 0.00 0.00 0.00
H -6.020 1.954 2.769 0.00 0.00 0.00
H -3.771 1.999 1.769 -0.01 0.00 0.01
Br 0.977 -4.626 -1.927 -0.03 -0.02 0.02
C -0.722 -4.457 -1.115 0.04 0.01 0.01
C -1.588 -5.555 -1.091 -0.01 0.02 0.00
C -2.823 -5.455 -0.512 0.00 -0.04 0.00
Br -3.962 -6.981 -0.516 0.00 0.01 0.00
C -3.250 -4.246 0.082 0.00 0.05 -0.01
C -4.501 -4.047 0.706 0.01 0.00 -0.01
C -4.796 -2.829 1.246 -0.05 -0.02 0.02
C -3.848 -1.794 1.163 0.05 -0.02 0.04
N -2.677 -1.933 0.591 -0.09 -0.07 -0.01
C -2.364 -3.140 0.054 0.03 0.00 -0.07
C -1.054 -3.222 -0.558 0.04 -0.04 0.07
O -0.270 -2.216 -0.571 -0.17 0.07 -0.11
H -1.270 -6.486 -1.538 0.00 0.00 0.00
H -5.208 -4.864 0.750 0.00 0.00 0.00
H -5.744 -2.647 1.734 0.01 0.01 0.00
H -4.074 -0.827 1.593 -0.01 0.02 0.00
F 2.760 2.696 -0.261 0.02 0.02 0.00
C 3.185 2.116 0.886 -0.05 -0.04 -0.01
C 3.703 0.837 0.851 0.07 -0.04 -0.03
C 4.147 0.339 2.063 0.03 0.03 -0.01
F 4.733 -0.863 2.148 -0.01 0.01 -0.01
C 4.034 1.050 3.247 0.02 -0.03 -0.01
F 4.470 0.533 4.400 0.01 -0.01 0.00
C 3.475 2.313 3.236 0.00 0.00 0.01
F 3.360 3.007 4.368 -0.01 0.01 0.02
C 3.053 2.860 2.040 -0.04 0.06 0.01
F 2.519 4.086 2.015 0.00 0.00 0.00
Ge 3.697 -0.091 -0.926 0.05 -0.06 0.11
S 1.832 -0.394 -1.851 -0.06 0.16 -0.08
C 4.506 -1.882 -0.661 -0.04 -0.02 0.01
C 5.558 -2.415 -1.379 -0.05 -0.03 0.03
F 6.242 -1.664 -2.261 0.02 0.05 0.01
C 5.951 -3.736 -1.254 0.00 0.00 -0.01
F 6.979 -4.220 -1.963 0.00 0.01 0.00
C 5.265 -4.566 -0.389 0.01 -0.03 0.00
F 5.636 -5.843 -0.255 0.00 0.00 0.00
C 4.194 -4.076 0.336 0.00 0.02 0.00
F 3.540 -4.882 1.174 -0.02 0.00 0.00
C 3.829 -2.752 0.180 0.07 0.01 -0.04
F 2.784 -2.313 0.888 -0.02 0.00 0.03
C 5.055 1.078 -1.805 -0.05 -0.02 -0.01
C 4.793 1.904 -2.884 0.07 -0.04 0.01
F 3.589 1.936 -3.456 -0.02 0.01 -0.03
C 5.758 2.744 -3.422 -0.02 -0.01 -0.01
F 5.480 3.525 -4.471 -0.01 0.01 -0.01
C 7.022 2.776 -2.866 0.01 0.00 0.01
F 7.958 3.579 -3.376 0.01 0.01 -0.01
C 7.313 1.979 -1.774 0.02 0.00 0.01
F 8.535 2.020 -1.231 0.00 0.00 0.01
C 6.327 1.156 -1.266 -0.03 0.05 -0.02
F 6.642 0.414 -0.191 0.01 -0.05 0.00
C -2.000 0.189 3.883 -0.03 -0.02 -0.01
Si -0.254 -0.390 3.452 0.02 0.05 0.02
C 0.827 0.032 4.947 -0.02 0.01 0.01
C -0.247 -2.264 3.305 -0.03 -0.03 -0.04
C 0.301 0.409 1.899 -0.13 -0.02 -0.06
H -2.342 -0.214 4.840 -0.01 0.00 0.00
H -2.708 -0.128 3.112 0.02 0.02 0.02
H -2.034 1.281 3.944 0.00 0.00 0.01
H 0.439 -0.409 5.870 0.00 0.00 0.00
H 0.894 1.114 5.093 0.00 0.00 0.00
H 1.843 -0.346 4.804 0.02 0.00 0.00
H -0.458 -2.747 4.263 0.00 0.00 0.00
H 0.729 -2.614 2.957 0.00 0.00 0.00
H -0.991 -2.604 2.580 0.03 0.00 0.02
H 1.362 0.181 1.747 0.03 0.01 0.01
H 0.203 1.501 1.977 0.01 0.01 -0.01
```
Positions in Å, forces in eV/Å.

Löwdin atomic charge list, values in e, 6 entries: Mn 0.701; N 0.016; C -0.314; C -0.017; C -0.081; C -0.094


No. 3
C19H24ClN3O4 | ωB97M-V/def2-TZVPD

HOMO-LUMO gap, eV: 7.78
HOMO, Ha: -0.2908
Charge: 0
Energy above the lowest of the compared OMol25 structures with the same formula, charge and spin, kcal/mol: 410.84
Lowest unoccupied orbital energy, eV: -0.134
Energy, eV: -45259.940
Multiplicity: 1

Geometry as XYZ:
```
51
Properties=species:S:1:pos:R:3:forces:R:3
C 5.677 -0.966 -0.259 -5.33 -6.71 -4.37
C 4.628 -0.838 0.755 4.19 -2.68 1.44
H 4.955 -1.275 1.682 0.60 0.29 0.73
H 4.361 0.117 0.916 -1.66 3.14 0.36
O 3.691 -1.745 0.389 0.27 -4.58 3.26
C 2.717 -1.265 -0.181 -5.65 -0.77 -3.80
O 2.855 -0.184 -0.681 -1.96 2.26 -1.29
C 1.388 -2.253 -0.365 2.19 0.43 4.29
H 1.680 -3.311 -0.196 -0.09 0.69 -0.69
H 0.901 -1.988 -1.252 -0.70 0.12 -1.27
C 0.319 -1.901 0.981 14.42 7.80 -2.79
N 0.016 -0.558 0.762 -1.45 5.82 -0.16
C 1.010 0.571 1.265 -4.92 -5.99 1.02
O 1.711 0.193 2.153 2.65 0.13 0.40
N 0.536 1.801 1.167 5.38 1.47 10.04
C 0.153 2.532 0.248 -0.83 2.36 -13.44
C 0.571 2.178 -1.152 -0.62 -0.99 4.73
C 0.064 2.749 -2.204 -4.07 1.74 -8.07
C -0.930 3.858 -2.225 5.76 -5.68 13.27
C -1.144 4.351 -0.766 -1.19 0.14 -8.16
C -0.645 3.600 0.171 -1.16 1.55 10.12
H -0.950 3.986 1.421 0.66 -0.92 -3.57
H -1.809 5.207 -0.725 0.24 -0.10 0.70
Cl -1.370 4.681 -3.368 -3.37 5.38 -8.66
H 0.132 2.183 -3.443 0.32 1.81 4.04
H 1.038 1.251 -1.280 1.30 -1.11 -0.06
H 1.172 2.527 1.900 -2.22 -3.18 -1.85
C -1.490 -0.195 0.422 7.27 5.67 5.10
C -1.585 -0.548 -0.881 -5.20 2.21 -6.25
C -3.104 -0.190 -1.261 0.61 -5.46 -1.02
C -4.114 -1.119 -0.379 5.12 2.19 1.05
C -3.663 -0.764 0.993 -4.98 1.47 6.71
C -2.274 -0.888 1.440 2.15 -0.44 2.57
N -1.754 -2.275 1.322 -8.93 -0.08 1.56
C -0.595 -2.784 1.022 -8.18 -8.45 1.49
O -0.677 -4.015 0.913 2.55 -0.56 -0.76
H -2.627 -3.043 1.325 3.52 2.45 0.16
H -2.041 -0.417 2.685 -0.87 -1.29 -4.00
H -3.976 0.331 1.300 0.62 -1.81 -0.75
H -4.373 -1.396 1.935 1.79 1.48 -2.79
H -5.036 -0.683 -0.465 -2.77 -0.29 -0.58
H -3.845 -2.158 -0.225 -0.86 -0.69 -2.18
H -3.262 -0.583 -2.278 0.06 0.90 -0.05
H -3.167 0.839 -1.174 -1.03 2.03 0.26
H -1.015 -0.134 -1.698 0.81 1.57 0.62
H -1.476 -1.471 -1.228 0.38 -4.86 -0.05
H -1.479 1.057 0.530 -0.68 -3.60 -0.16
H 1.121 -1.686 1.779 -1.13 -1.92 -0.17
H 6.493 -0.528 -0.145 7.08 4.24 1.32
H 5.997 -2.187 -0.374 -1.01 3.32 0.29
H 5.215 -0.665 -1.271 0.89 -0.48 1.42
```
Positions in Å, forces in eV/Å.

Löwdin atomic charge list, values in e, 6 entries: C -0.034; C -0.271; H 0.139; H 0.096; O 0.059; C -0.539


No. 4
C3H10N2S | ωB97M-V/def2-TZVPD

HOMO-LUMO gap (alpha / beta), eV: 10.45 / 3.90
HOMO (alpha / beta), Ha: -0.5012 / -0.4837
Charge: +1
Energy above the lowest of the compared OMol25 structures with the same formula, charge and spin, kcal/mol: 61.48
Lowest unoccupied orbital energy (alpha / beta), eV: -3.193 / -9.261
Energy, eV: -17078.492
Multiplicity: 2

Geometry as XYZ:
```
16
Properties=species:S:1:pos:R:3:forces:R:3
N -1.067 1.069 -0.319 1.59 0.00 0.04
C 0.233 0.364 -0.288 -0.87 0.28 2.77
C 0.110 -1.130 0.263 0.45 0.97 0.66
S -0.353 -1.215 2.152 2.41 0.37 -1.88
C 0.963 0.441 -1.629 0.62 -1.54 -2.44
N 0.672 1.666 -2.382 1.78 -1.85 3.97
H -1.378 1.016 0.645 -0.45 0.38 -0.12
H -1.714 0.587 -0.905 -0.74 -0.48 -0.32
H 0.853 0.976 0.426 -0.34 -0.62 -0.49
H -0.698 -1.644 -0.329 1.26 0.04 0.54
H 1.170 -1.526 0.261 -1.52 -0.29 -0.26
H -1.631 -1.163 2.054 -1.78 0.08 -0.37
H 0.551 -0.465 -2.154 0.18 0.54 -0.13
H 2.064 0.274 -1.582 -0.87 0.13 0.09
H -0.160 1.988 -1.895 -1.29 1.03 -0.62
H 1.510 2.204 -2.122 -0.43 0.96 -1.43
```
Positions in Å, forces in eV/Å.

Löwdin atomic charge list, values in e, 6 entries: N 0.047; C -0.435; C -0.404; S 0.776; C -0.160; N 0.275


No. 5
C28H80O20 | ωB97M-V/def2-TZVPD

HOMO-LUMO gap, eV: 10.27
HOMO, Ha: -0.3582
Charge: 0
Energy above the lowest of the compared OMol25 structures with the same formula, charge and spin, kcal/mol: 0.00
Lowest unoccupied orbital energy, eV: 0.519
Energy, eV: -71280.837
Multiplicity: 1

Geometry as XYZ:
```
128
Properties=species:S:1:pos:R:3:forces:R:3
C -19.714 -6.463 -7.882 -0.84 0.76 1.41
C -18.983 -6.579 -6.541 -0.01 -1.87 -0.35
C -17.701 -7.371 -6.750 0.26 -0.88 1.01
O -18.700 -5.331 -6.035 -0.04 1.49 1.02
H -19.143 -5.865 -8.589 0.06 -0.03 -0.05
H -20.618 -5.913 -7.564 0.00 -0.15 -0.88
H -19.982 -7.414 -8.312 -0.08 -0.31 -0.16
H -19.636 -7.043 -5.753 0.47 0.09 -0.84
H -17.890 -8.408 -7.079 -0.03 0.39 0.13
H -17.059 -7.414 -5.840 -0.52 0.08 -0.51
H -17.139 -6.886 -7.528 0.40 0.26 -0.44
H -18.100 -4.876 -6.626 0.42 0.25 -0.51
C -16.076 2.025 -11.551 0.17 -0.59 0.16
C -17.183 2.615 -12.385 -1.28 0.94 0.59
C -16.769 2.966 -13.765 1.62 0.16 -1.13
O -18.341 1.789 -12.477 0.44 -0.31 0.11
H -15.657 1.094 -11.996 -0.21 0.63 0.05
H -16.437 1.748 -10.554 0.02 0.19 -0.16
H -15.288 2.778 -11.460 0.13 -0.21 0.11
H -17.569 3.544 -11.926 0.30 -0.30 0.21
H -16.214 2.107 -14.215 -0.31 0.53 0.14
H -16.073 3.837 -13.744 -0.43 -0.54 -0.23
H -17.626 3.184 -14.405 0.06 0.16 0.15
H -18.062 1.168 -13.157 -0.55 -0.78 -0.13
C -14.850 -4.106 -7.736 1.53 0.76 0.65
C -15.846 -3.861 -8.818 0.06 1.12 -0.20
C -15.782 -4.966 -9.829 -0.92 -0.04 -0.52
O -17.154 -3.824 -8.237 -0.50 -0.05 -0.05
H -13.822 -4.071 -8.147 -0.40 -0.12 0.06
H -14.974 -5.076 -7.257 -0.19 -0.03 0.08
H -14.863 -3.293 -6.983 -0.22 -0.49 -0.24
H -15.664 -2.833 -9.228 0.04 -0.93 -0.06
H -16.003 -5.881 -9.285 0.30 -0.36 -0.07
H -14.801 -4.993 -10.290 0.14 -0.21 -0.03
H -16.556 -4.914 -10.614 0.30 0.27 0.23
H -17.250 -2.920 -7.899 -0.22 0.25 0.46
C -19.269 2.383 -8.922 -0.36 0.89 0.26
C -19.857 1.519 -7.829 -0.31 -0.89 0.33
C -20.925 2.186 -6.934 0.59 -0.42 -0.91
O -20.376 0.304 -8.423 -0.57 0.60 0.09
H -18.725 3.184 -8.403 0.18 -0.13 -0.25
H -20.066 2.900 -9.466 0.07 -0.25 -0.25
H -18.598 1.850 -9.616 -0.43 0.19 0.41
H -19.019 1.183 -7.228 0.29 0.05 0.61
H -21.693 2.576 -7.581 -0.37 0.40 -0.23
H -20.474 2.974 -6.361 0.17 0.56 0.23
H -21.423 1.524 -6.230 0.27 -0.41 0.02
H -20.790 -0.234 -7.709 0.30 -0.10 -0.45
O -17.768 -0.841 -14.271 -0.44 0.26 -1.09
C -18.635 -0.924 -15.457 1.98 0.71 0.55
C -20.010 -0.984 -14.927 -2.10 -1.77 -0.15
O -20.030 -2.049 -13.927 -0.30 0.57 -0.54
H -17.921 -1.722 -13.904 0.29 -0.22 0.53
H -18.422 -0.026 -16.034 -0.27 0.14 -0.01
H -18.297 -1.770 -16.081 -0.49 0.03 0.42
H -20.753 -1.294 -15.681 0.46 0.16 -0.28
H -20.424 -0.045 -14.562 0.57 0.18 0.52
H -20.940 -2.401 -13.908 0.30 0.34 0.29
O -21.235 -1.533 -6.728 -0.19 -0.37 0.05
C -21.125 -2.975 -6.942 -0.85 0.92 -1.20
C -21.381 -3.651 -5.626 0.53 -0.08 -0.26
O -22.560 -3.087 -5.069 -0.06 -0.03 -0.07
H -21.994 -1.349 -6.140 0.32 -0.56 -0.28
H -21.866 -3.300 -7.713 0.27 0.36 0.57
H -20.149 -3.122 -7.416 -0.06 -0.17 0.54
H -20.500 -3.511 -5.021 0.11 0.18 0.60
H -21.494 -4.713 -5.758 -0.17 -0.52 -0.14
H -22.352 -2.812 -4.179 -0.01 0.11 0.37
O -22.797 -2.071 -13.056 -0.01 -1.29 -0.54
C -23.357 -2.742 -11.911 -0.06 1.06 -0.51
C -22.549 -2.309 -10.728 0.55 1.25 0.55
O -22.745 -0.858 -10.673 -0.05 -0.63 -0.21
H -22.878 -1.134 -12.916 -0.01 0.64 0.39
H -24.359 -2.355 -11.789 -0.56 -0.17 0.15
H -23.390 -3.800 -12.141 0.22 -0.16 0.16
H -21.493 -2.506 -10.958 -0.13 -0.15 0.41
H -22.842 -2.688 -9.737 0.04 -0.43 -0.50
H -22.058 -0.448 -10.137 0.15 -0.08 0.12
O -22.766 -5.920 -13.103 0.16 -0.15 -0.25
C -21.756 -6.184 -12.150 0.19 0.68 0.58
C -20.552 -5.321 -12.484 -0.02 -0.22 -0.45
O -19.575 -5.482 -11.493 0.37 -1.25 -0.76
H -23.408 -6.627 -13.119 -0.15 -0.23 0.05
H -22.099 -5.945 -11.142 -0.13 0.28 0.18
H -21.389 -7.198 -12.060 -0.21 -0.59 -0.54
H -20.837 -4.260 -12.554 -0.03 -0.27 -0.32
H -20.140 -5.697 -13.449 -0.24 0.53 0.41
H -19.651 -4.751 -10.894 0.20 1.09 0.92
O -15.456 1.262 -5.759 -1.03 0.07 -0.54
C -14.573 1.148 -6.869 1.14 -0.92 0.52
C -15.275 0.897 -8.175 -0.31 0.55 -0.36
O -15.488 -0.452 -8.516 -0.90 -0.11 0.09
H -15.074 0.948 -4.944 0.44 -0.12 0.11
H -13.993 2.057 -6.995 0.04 0.35 0.18
H -13.845 0.336 -6.650 -0.30 0.31 -0.40
H -14.701 1.375 -8.974 0.20 0.07 0.06
H -16.236 1.426 -8.144 -0.02 0.09 0.08
H -16.387 -0.455 -8.943 0.55 -0.39 0.30
O -17.517 -1.481 -6.516 -0.18 -0.86 -0.17
C -17.365 -1.969 -5.206 0.18 -0.26 1.16
C -18.112 -1.089 -4.237 -1.10 -0.32 -0.87
O -19.532 -1.133 -4.540 0.69 0.17 1.11
H -16.906 -0.763 -6.606 0.63 0.85 -0.48
H -17.726 -2.995 -5.174 -0.32 -0.07 -0.06
H -16.339 -2.030 -4.809 0.23 0.17 -0.68
H -17.720 -0.065 -4.349 -0.21 -0.15 0.23
H -17.940 -1.467 -3.220 -0.33 0.27 -0.15
H -19.721 -1.245 -5.483 0.39 0.17 -0.06
O -15.094 -1.652 -14.701 -0.49 -0.40 0.75
C -14.965 -2.672 -13.718 0.47 0.20 -0.08
C -15.814 -3.904 -13.994 -0.19 0.00 0.46
O -17.182 -3.477 -14.006 -0.27 -0.56 0.11
H -15.957 -1.270 -14.471 -0.16 0.44 -0.68
H -13.920 -2.953 -13.765 0.26 -0.31 0.26
H -15.162 -2.262 -12.698 -0.04 -0.34 -0.53
H -15.634 -4.652 -13.191 -0.13 0.35 -0.34
H -15.553 -4.355 -14.956 0.05 0.12 0.01
H -17.803 -4.226 -14.019 0.47 0.32 0.05
O -18.107 -0.534 -9.377 -0.44 -0.47 -1.21
C -18.642 -0.968 -10.670 0.62 0.83 -0.02
C -18.359 -2.407 -10.904 -2.00 -1.26 0.20
O -19.222 -3.264 -10.027 1.51 0.85 -0.32
H -18.907 -0.219 -8.899 0.09 -0.31 0.13
H -19.715 -0.710 -10.774 0.53 -0.25 0.31
H -18.124 -0.423 -11.472 -0.12 0.09 0.28
H -17.296 -2.608 -10.847 0.19 -0.31 0.58
H -18.669 -2.735 -11.891 0.05 0.46 -0.37
H -18.595 -3.586 -9.355 -0.13 -0.10 0.21
```
Positions in Å, forces in eV/Å.

Löwdin atomic charge list, values in e, 6 entries: C -0.032; C -0.519; C -0.053; O -0.051; H 0.068; H 0.073